[1]
The following is a DFT calculation (the ωB97M-V functional and the def2-TZVPD basis) of a structure of composition C20H22Br39N2.

Results
Net charge ... +1
HOMO ... -11.4746 eV
Spin multiplicity ... 1

```
83
Properties=species:S:1:pos:R:3:forces:R:3
N 1.84908 -1.25977 0.23477 -0.265 0.151 -0.022
C 1.69017 -0.00818 0.16170 0.472 -0.054 -0.264
C 0.47562 0.69458 0.71765 -0.279 -0.128 0.231
C -0.82124 -0.06933 0.66838 -0.064 0.403 -0.276
C -1.06706 -1.23246 -0.02056 0.011 -0.439 -0.485
C -2.32514 -1.82229 -0.00068 0.311 0.007 0.602
C -3.35999 -1.24209 0.73087 0.872 -0.740 -0.136
C -3.08720 -0.07154 1.39257 -0.385 -0.125 0.227
N -1.86375 0.47252 1.33574 -0.044 0.167 -0.219
H 2.74679 -1.52353 -0.17115 0.018 -0.006 0.081
H 2.46339 0.63154 -0.27838 -0.337 0.052 0.200
H 0.31837 1.66591 0.23726 0.125 -0.093 -0.112
H 0.67873 0.90985 1.77588 0.057 0.028 -0.075
H -0.27356 -1.69680 -0.58528 0.070 0.079 0.131
H -2.45833 -2.74923 -0.54556 -0.175 0.044 0.069
H -4.31903 -1.72953 0.76280 -0.016 0.153 0.198
H -3.84712 0.44020 1.96807 0.225 0.105 0.034
H -1.71249 1.34761 1.82372 0.011 -0.060 0.058
C -3.85381 0.91657 -3.58855 0.081 0.067 -0.128
Br -3.20143 -0.25508 -2.18787 -0.282 0.460 -0.546
Br -4.46619 2.58585 -2.85942 -0.001 -0.016 0.054
Br -2.50322 1.17016 -4.92118 0.025 0.012 -0.075
H -4.70349 0.43358 -4.05056 0.011 -0.047 0.029
C 5.94268 1.21568 0.17596 0.150 -0.008 0.027
Br 4.57054 1.93715 -0.96381 0.092 0.128 -0.101
Br 5.99004 2.11119 1.87248 -0.053 -0.007 -0.020
Br 5.77177 -0.69158 0.37673 -0.043 -0.004 -0.002
H 6.88991 1.40039 -0.31473 -0.030 -0.018 -0.067
C 0.10700 -2.25850 4.71833 -0.064 -0.065 0.089
Br 1.46321 -3.61666 4.69909 -0.003 0.021 -0.004
Br -0.42124 -1.78026 2.91829 0.318 -0.470 0.689
Br -1.40828 -2.75143 5.78726 0.200 0.001 0.136
H 0.54434 -1.38088 5.17241 0.004 0.025 -0.052
C 0.52685 -0.67730 -7.90827 0.025 -0.005 -0.046
Br 0.14143 1.17784 -7.57170 -0.014 0.051 0.055
Br -0.08680 -1.80129 -6.46975 -0.007 0.008 0.002
Br -0.16688 -1.25046 -9.60331 -0.019 0.000 0.024
H 1.60189 -0.77570 -7.95127 0.001 0.003 0.016
C 7.53098 1.59363 -4.23316 0.023 0.004 -0.024
Br 6.23621 1.70409 -5.64905 -0.023 0.006 0.009
Br 7.51017 3.16432 -3.12227 0.019 -0.010 0.003
Br 7.31206 -0.01568 -3.19936 -0.011 0.029 0.046
H 8.50594 1.54526 -4.69631 0.001 -0.007 0.002
C 0.50483 -7.12540 3.17569 0.011 0.022 0.038
Br 1.93963 -8.39443 3.05669 -0.023 0.004 -0.019
Br -0.10493 -6.56882 1.43532 -0.009 0.019 -0.003
Br -0.94521 -7.78231 4.25149 -0.021 0.001 0.006
H 0.89192 -6.24610 3.66879 -0.019 0.011 -0.013
C 1.63534 5.12616 -6.31183 0.029 0.009 0.007
Br 3.02186 3.82475 -6.01218 0.026 0.000 0.017
Br 1.44101 5.55638 -8.17325 -0.004 -0.032 0.009
Br -0.03668 4.57205 -5.54034 0.024 -0.089 -0.010
H 1.93526 6.03045 -5.80199 -0.004 0.002 0.000
C 4.88559 5.84444 3.10940 -0.016 -0.003 -0.057
Br 5.73111 4.60988 4.32181 0.054 -0.009 0.111
Br 4.31568 7.44009 4.01159 0.019 -0.009 -0.001
Br 6.01257 6.23554 1.60180 0.006 0.002 0.013
H 4.00002 5.35717 2.72802 0.010 -0.016 -0.005
C -3.31087 7.63623 -5.29967 0.000 0.035 -0.021
Br -3.25519 5.91208 -4.43645 -0.069 -0.007 0.012
Br -3.66404 9.03997 -4.03727 0.012 -0.012 0.007
Br -1.72183 7.98132 -6.32326 -0.010 -0.002 0.009
H -4.13774 7.61304 -5.99450 -0.004 -0.018 0.004
C 9.51317 2.42194 4.34756 -0.028 0.071 -0.050
Br 10.23667 1.26855 2.98933 -0.011 -0.005 0.003
Br 8.16218 1.52449 5.38596 -0.037 0.015 -0.002
Br 10.88598 3.16576 5.46307 -0.005 -0.027 -0.005
H 9.02852 3.24556 3.84168 -0.013 -0.007 -0.002
C -4.77395 -4.74543 4.23980 0.026 -0.149 0.069
Br -4.16871 -3.04585 3.56686 -0.207 0.088 -0.128
Br -6.57311 -4.65913 4.90947 0.006 0.031 -0.046
Br -4.55692 -6.11809 2.92293 -0.045 -0.085 -0.051
H -4.13427 -4.99882 5.07433 0.021 0.043 -0.004
C -7.94600 -8.65667 4.34987 0.022 0.043 0.036
Br -6.55306 -9.98208 4.28448 -0.014 0.029 -0.024
Br -8.49011 -8.10339 2.58878 0.031 -0.005 0.009
Br -9.44242 -9.24966 5.39828 0.004 -0.006 -0.010
H -7.53507 -7.78686 4.84284 0.013 0.007 -0.020
C -7.64699 0.49154 1.14669 -0.074 -0.001 0.045
Br -7.36140 1.38083 2.82676 0.017 -0.012 -0.005
Br -5.96198 0.17042 0.25143 -0.793 0.348 -0.271
Br -8.64064 -1.13329 1.35045 0.032 0.000 0.011
H -8.22500 1.15552 0.51978 0.036 0.013 -0.020
```
Forces are in eV/Å.

---

[2]
The following is a DFT calculation (the ωB97M-V functional and the def2-TZVPD basis) of the molecule C5H8N2.

Results
HOMO ... -9.0057 eV
Spin multiplicity ... 1

```
15
Properties=species:S:1:pos:R:3:forces:R:3
C 2.40677 -0.59631 -0.04296 -0.067 -0.050 0.093
N 1.09393 0.01660 -0.11073 0.231 0.234 0.036
C 0.72911 1.32079 -0.19268 -0.234 -0.355 0.307
C -0.63635 1.34655 0.03755 -0.095 0.005 0.065
C -1.01391 -0.01338 0.28008 -0.924 0.855 -1.430
C -2.43645 -0.68197 0.15402 -2.137 1.429 1.120
N 0.06964 -0.78336 0.13163 -1.201 -0.485 0.608
H 3.15792 0.06693 -0.46662 -0.042 -0.001 0.009
H 2.37307 -1.54227 -0.59112 0.042 0.251 0.035
H 2.63689 -0.81888 1.00445 0.120 0.091 -0.194
H 1.46126 2.09397 -0.39299 -0.225 -0.122 0.043
H -1.27214 2.22775 -0.03621 0.172 -0.407 0.163
H -2.25154 -1.30915 -0.68326 -0.407 -1.008 -0.524
H -3.54400 -0.04724 -0.16258 3.951 -1.187 1.010
H -2.77421 -1.28004 1.07141 0.818 0.749 -1.341
```
Forces are in eV/Å.

---

[3]
The following is a DFT calculation (the ωB97M-V functional and the def2-TZVPD basis) of a structure of composition C28H26CeClF2N6O4.

Results
Net charge ... +1
HOMO (alpha / beta) ... -11.4144 / -11.4153 eV
Spin multiplicity ... 1

```
68
Properties=species:S:1:pos:R:3:forces:R:3
Ce -0.31899 -0.15499 -0.60450 0.966 -0.417 -0.496
N 0.36617 -2.69630 -1.61708 -0.553 0.194 0.021
C -0.64689 -3.60827 -1.04415 0.232 -0.011 0.044
C -1.97127 -2.87223 -1.02125 0.118 0.063 0.301
O -2.88105 -3.23567 -1.73845 -0.281 0.010 -0.046
N -1.98110 -1.79100 -0.16434 0.190 0.759 -0.668
C -3.26653 -1.07587 -0.10594 0.252 -0.252 -0.149
C -3.14626 0.40609 -0.42776 -0.329 -0.281 -0.154
O -3.88303 1.19342 0.09817 -0.178 0.524 -0.183
O -2.17748 0.71632 -1.29804 0.151 -0.410 0.479
H 0.20581 -2.62365 -2.61637 0.071 -0.027 -0.033
H 1.29350 -3.08607 -1.50425 0.093 0.162 0.084
H -0.35182 -3.86037 -0.02506 0.028 0.003 0.026
H -0.77471 -4.52448 -1.61371 0.033 -0.082 -0.065
H -3.72783 -1.17206 0.87260 -0.053 0.011 0.116
H -3.95483 -1.49138 -0.84657 -0.039 -0.091 0.011
F 4.70597 2.55632 -0.45785 0.004 -0.009 -0.045
C 3.77197 2.05416 -1.27899 0.047 0.011 0.006
C 2.55952 1.65234 -0.74654 -0.042 0.012 0.308
C 1.58168 1.14283 -1.58016 -0.646 -0.440 0.163
C 1.82058 1.03963 -2.95534 -0.148 -0.065 -0.240
C 3.07216 1.40777 -3.43385 0.082 0.128 0.070
F 3.37109 1.24190 -4.73395 0.022 0.044 -0.001
C 4.06215 1.92893 -2.62085 0.007 -0.022 -0.037
C 0.74716 0.51990 -3.83775 0.071 -0.105 0.061
C 0.60761 0.84930 -5.18047 -0.015 0.003 -0.136
C -0.44188 0.31213 -5.90580 0.024 0.018 0.002
C -1.34271 -0.53953 -5.28356 0.003 0.009 -0.112
C -1.16258 -0.79804 -3.94347 0.067 0.029 0.157
N -0.14053 -0.29165 -3.23972 -0.300 0.267 0.501
H 2.41960 1.73322 0.32895 0.015 -0.010 -0.016
H 5.02382 2.21257 -3.02479 -0.019 -0.004 0.008
H 1.30246 1.52760 -5.64878 0.019 -0.012 0.001
H -0.55892 0.56411 -6.95178 0.002 0.002 0.014
H -2.17531 -0.97805 -5.81493 0.015 0.012 0.009
H -1.86366 -1.42904 -3.40480 0.007 0.023 0.019
C 3.32204 -2.63817 1.33579 0.067 -0.021 0.004
C 1.90096 -2.17402 1.40192 -0.031 0.187 -0.090
O 1.47058 -1.38559 0.54011 -0.237 -0.146 0.118
N 1.14515 -2.63871 2.40005 -0.071 0.105 0.039
C -0.19867 -2.13577 2.69624 0.234 0.044 0.055
C -0.11552 -0.82833 3.45414 0.055 -0.051 -0.068
C -0.62495 -0.68785 4.73635 -0.067 -0.001 0.019
C -0.42770 0.51318 5.40145 0.007 0.002 0.036
C 0.28935 1.51700 4.77080 -0.054 0.010 0.064
C 0.74417 1.28973 3.48325 -0.046 -0.100 -0.125
N 0.53324 0.15101 2.82075 0.111 0.105 0.203
H 3.53042 -3.01572 0.33527 -0.001 0.003 0.021
H 3.54976 -3.40621 2.07165 0.027 0.003 -0.013
H 3.97031 -1.77585 1.49888 -0.020 -0.017 0.003
H 1.60064 -3.20071 3.10069 0.016 -0.023 -0.019
H -0.72914 -2.88589 3.27704 0.017 -0.074 0.009
H -0.72294 -2.02695 1.74807 -0.148 0.023 0.033
H -1.16236 -1.50202 5.20575 0.017 0.005 -0.007
H -0.81173 0.65493 6.40383 -0.003 -0.001 -0.036
H 0.48151 2.46120 5.26183 0.017 -0.015 -0.018
H 1.28353 2.06390 2.94697 -0.014 -0.016 0.008
Cl -3.80625 2.70540 3.71127 0.021 0.021 -0.010
C -2.58614 2.90343 2.51188 -0.054 0.064 0.081
C -2.20518 4.15499 2.06886 -0.008 0.101 -0.013
C -1.21074 4.23332 1.10515 -0.053 0.058 0.172
C -0.65157 3.06512 0.63472 0.167 -0.123 -0.204
N -1.02914 1.85120 1.05499 0.026 0.054 -0.275
C -1.98577 1.78174 1.97803 0.170 -0.205 0.086
H -2.67676 5.04331 2.46765 0.007 -0.016 -0.004
H -0.86934 5.18854 0.73195 -0.018 -0.021 -0.009
H 0.13448 3.09230 -0.11219 -0.043 0.014 -0.045
H -2.28607 0.80162 2.32801 -0.006 -0.015 -0.032
```
Forces are in eV/Å.

---

Computed E_tot, in the same sequence as the records: -101270.9589, -304.7746, -2847.0538 Eh.